Record 1
# C15H18O2

A 2-piece molecular cluster, C15H18O2 overall in a non-equilibrium geometry (the ωB97M-V functional and the def2-TZVPD basis, the OMol25 dataset).

Last column: Mulliken charge in e.
Atoms and positions in Å:
O 1.8358 1.3267 1.8025  -0.57
O 0.3699 -4.0743 0.3430  -0.45
C 1.6823 1.5366 0.4425  0.67
C 2.0663 0.5172 -0.4292  -0.76
C -0.1678 -2.8804 0.5371  0.64
C -0.8290 -2.7233 1.8071  -0.37
C 0.9294 1.9413 -3.7878  -1.38
C -1.5472 -0.5361 1.1556  0.28
C -0.1275 -1.8010 -0.3502  -0.62
C -2.4886 0.6049 1.3178  -0.59
C -1.4471 -1.5617 2.1334  -0.59
C 1.2629 1.8492 -2.3124  0.61
C -0.8120 -0.6514 -0.0626  -0.46
C 0.8639 2.8121 -1.3977  -0.47
C -3.8941 0.1506 0.8331  -1.15
C 1.9764 0.7692 -1.7951  -0.57
C 0.9933 2.6373 -0.0165  -0.68
H -2.1156 1.4096 0.6945  0.25
H -4.5761 0.2330 1.6797  0.32
H 0.7275 3.4531 0.6364  0.50
H 0.3225 -1.8475 -1.3015  0.57
H -4.3104 0.6762 -0.0196  0.37
H -1.9198 -1.3591 3.0796  0.50
H 0.2977 3.6876 -1.6753  0.35
H 0.2778 -4.4043 -0.5653  0.38
H 1.8515 1.8688 -4.3620  0.37
H 2.3549 0.0230 -2.4763  0.46
H 2.5347 -0.4099 -0.1204  0.52
H 0.1570 1.2349 -4.0578  0.29
H 0.4984 2.9190 -3.9789  0.38
H 2.7071 0.9328 1.9445  0.34
H -3.9355 -0.9175 0.5956  0.34
H -2.5219 0.9564 2.3473  0.54
H -0.9810 -3.5735 2.4418  0.46
H -0.8911 0.0413 -0.8906  0.52

The value obtained for the HOMO energy (alpha / beta) is -11.44 / -11.42 eV. Its charge is +1. Its LUMO energy (alpha / beta) is -0.1275 / -0.2657 hartree. The spin multiplicity is 2. The relative energy (zero: lowest compared OMol25 entry of this formula, charge and spin) is 0.185 eV. The frontier orbital gap (alpha / beta) is 7.967 / 4.192 eV.

Record 2
# C8H13NO3Si

One molecule with the formula C8H13NO3Si in a non-equilibrium geometry (the ωB97M-V functional and the def2-TZVPD basis, the OMol25 dataset).

Last column: Mulliken charge in e.
Atoms and positions in Å:
Si 0.3222 -1.8543 -0.8523  0.73
O 0.8104 -2.7949 0.4234  -0.57
O 1.6468 -1.4156 -1.7222  -0.58
O -0.8254 -2.5742 -1.8043  -0.56
N 2.2753 2.3974 1.9834  -0.62
C 1.7536 1.1280 -0.0137  -0.28
C -0.4309 -0.2700 -0.1466  1.87
C 1.2681 1.7661 2.6009  -0.51
C -1.6872 -0.6129 0.7011  -2.04
C 0.3518 0.8996 1.9986  -0.38
C 0.6108 0.5579 0.6525  0.12
C -1.1390 0.5621 -1.3962  -1.51
C 2.5386 2.0423 0.6858  -0.34
H 0.9956 2.1118 3.5526  0.43
H -2.5534 -1.0662 0.1495  0.32
H 3.3296 2.6373 0.1363  0.30
H -1.8819 1.2435 -1.0192  0.44
H -1.1149 -3.4822 -1.8042  0.31
H 1.9549 0.8910 -1.0476  0.13
H -0.5397 0.4360 2.4946  0.35
H -1.4342 -1.5387 1.4219  0.36
H -1.5075 -0.0462 -2.2167  0.34
H 1.7140 -2.8283 0.7071  0.31
H -1.9725 0.1694 1.3348  0.57
H -0.3460 1.2143 -1.6885  0.45
H 1.6025 -0.6289 -2.2862  0.37

The value obtained for the HOMO energy is -9.52 eV. Its LUMO energy is 0.0155 hartree. The spin multiplicity is 1. The relative energy (zero: lowest compared OMol25 entry of this formula, charge and spin) is 0.000 eV. The SMILES is CC(C)(c1ccncc1)[Si](O)(O)O. The frontier orbital gap is 9.947 eV.

Record 3
# C14H32Cl6N2O4

A 4-piece molecular cluster, C14H32Cl6N2O4 overall in a non-equilibrium geometry (the ωB97M-V functional and the def2-TZVPD basis, the OMol25 dataset).

Last column: Mulliken charge in e.
Atoms and positions in Å:
Cl -1.7810 0.6196 -6.4600  -0.13
Cl 3.8516 -0.4836 -6.3106  -0.15
Cl -1.6661 3.2315 -5.2097  -0.14
Cl -2.7634 0.9680 -3.7484  -0.14
Cl 0.9949 -1.1110 -6.0727  -0.10
Cl 2.1281 1.3956 -4.9645  -0.13
O -2.5511 1.5312 0.6750  -0.09
O 3.2365 -3.2047 -1.0075  -0.32
O -1.0174 -0.8456 6.3381  -0.40
O 2.0656 1.9900 -0.9347  -0.29
N 1.0594 -0.4507 -2.0000  -0.15
N -1.8792 1.1920 3.3910  -0.41
C 2.3682 -0.2997 -5.3324  0.83
C 2.8494 2.7517 -0.0557  -0.87
C 3.6529 -4.4200 -1.6006  -0.76
C -2.9667 2.2289 -0.4622  -0.81
C 0.9419 1.4300 -0.3255  -0.53
C -1.5370 1.4893 -4.9632  0.94
C -2.9098 0.4156 2.7360  -0.42
C 1.7378 -1.3486 -1.0309  -0.41
C -3.5476 1.2989 1.6484  -0.84
C 2.2293 -2.5906 -1.7920  -0.34
C -0.9264 -2.2243 6.0476  -0.66
C -1.8312 -0.0693 5.5071  -0.67
C 0.2126 0.5617 -1.3550  -0.16
C -1.0279 0.3780 4.2853  -0.37
H 0.1391 -2.4419 5.9068  0.24
H 1.1200 -1.7137 -0.2144  0.28
H -0.1869 1.1768 -2.1683  -0.27
H 0.2483 2.1424 0.1342  0.61
H 4.2154 -4.9587 -0.8306  0.27
H -2.5863 -0.5006 2.2184  0.27
H -3.7418 0.1417 3.3893  0.38
H -2.0566 2.4646 -1.0220  0.21
H -0.1945 0.9910 4.6228  0.36
H 1.1819 0.7303 0.4907  0.28
H -1.2420 -2.8525 6.8871  0.24
H -2.2741 0.7895 6.0208  0.37
H 1.8397 0.1108 -2.3352  0.30
H -2.7771 -0.5504 5.2215  0.38
H 4.3266 -4.2418 -2.4393  0.28
H -1.5173 -2.4633 5.1593  0.31
H -3.7097 1.7190 -1.0803  0.28
H 1.3597 -3.2539 -1.8997  0.28
H 2.5528 -2.4278 -2.8265  0.16
H -0.5756 1.2636 -4.5187  -0.56
H 3.5354 3.4420 -0.5403  0.24
H 2.8242 -5.1023 -1.8096  0.31
H -4.3441 0.7201 1.1524  0.40
H 2.6069 -0.7890 -0.6732  0.26
H -1.3395 1.5852 2.6261  0.26
H -3.3181 3.2454 -0.2193  0.35
H -0.6933 0.1377 -0.9162  0.20
H 3.5173 2.0732 0.5122  0.32
H -4.0533 2.1752 2.0649  0.38
H 2.2924 3.2385 0.7519  0.32
H 2.5808 -0.7970 -4.3944  -0.46
H -0.6533 -0.4881 3.7263  0.28

The value obtained for the HOMO energy is -9.09 eV. Its LUMO energy is 0.0181 hartree. The spin multiplicity is 1. The relative energy (zero: lowest compared OMol25 entry of this formula, charge and spin) is 0.000 eV. The SMILES is COCCNCCOC.COCCNCCOC.ClC(Cl)Cl.ClC(Cl)Cl. The frontier orbital gap is 9.579 eV.

Record 4
# C2H7N3OP

An isolated ion of composition C2H7N3OP and charge +1 in a non-equilibrium geometry (the ωB97M-V functional and the def2-TZVPD basis, the OMol25 dataset).

Last column: Mulliken charge in e.
Atoms and positions in Å:
P 2.0165 -0.8149 -0.1850  0.12
O 0.0461 2.2796 0.0495  -0.47
N 0.3444 -1.1585 0.5623  -0.32
N 1.7905 0.7837 0.1506  -0.14
N -0.3473 -0.0287 -0.1229  0.00
C 0.4401 1.1520 0.0046  0.45
C -1.7478 0.0599 -0.2618  -0.83
H 1.3097 -0.9054 -1.3217  0.17
H -1.9090 1.1472 -0.5607  0.33
H -2.2582 -0.4724 -1.2455  0.28
H -0.0824 -2.0848 0.2531  0.40
H 0.1828 -1.1207 1.5885  0.38
H -2.3060 -0.2716 0.6501  0.33
H 2.5206 1.4345 0.4390  0.29

The value obtained for the HOMO energy is -14.53 eV. Its charge is +1. Its LUMO energy is -0.1567 hartree. The spin multiplicity is 1. The relative energy (zero: lowest compared OMol25 entry of this formula, charge and spin) is 1.192 eV. The SMILES is CN1[NH2+]PNC1=O. The frontier orbital gap is 10.265 eV.

Record 5
# CHOP3

One molecule with the formula CHOP3 in a non-equilibrium geometry (the ωB97M-V functional and the def2-TZVPD basis, the OMol25 dataset).

Last column: Mulliken charge in e.
Atoms and positions in Å:
P 0.6737 -1.5466 1.2483  0.21
P 1.0147 -0.7771 -1.7170  0.18
P 1.7050 -3.1594 1.6423  0.08
O 1.8410 -1.9874 -1.7632  -0.45
C 0.3735 -0.5139 -0.0933  -0.38
H -0.2577 0.3468 0.0807  0.36

The value obtained for the HOMO energy is -8.91 eV. Its LUMO energy is -0.0874 hartree. The spin multiplicity is 1. The relative energy (zero: lowest compared OMol25 entry of this formula, charge and spin) is 2.090 eV. The SMILES is O=PC=P#P. The frontier orbital gap is 6.536 eV.

Record 6
# C4H14N2P

A 2-piece molecular cluster, C4H14N2P overall in a non-equilibrium geometry (the ωB97M-V functional and the def2-TZVPD basis, the OMol25 dataset).

Last column: Mulliken charge in e.
Atoms and positions in Å:
P -0.0531 0.6646 0.5253  0.41
N -0.8166 -0.2447 -0.7846  0.14
N -0.5438 2.1631 0.0684  -0.53
C -0.3454 -1.6166 -0.8906  -0.85
C 3.1964 -0.2827 0.8709  -1.01
C -1.3796 0.2390 -2.0165  -0.80
C -1.0507 0.0246 1.9880  -1.12
H -0.6377 0.8499 -2.3761  0.36
H 3.9195 0.4960 1.1031  0.32
H -1.1265 2.7517 0.6625  0.27
H 0.1054 2.8549 -0.2667  0.26
H 2.7869 -0.8543 1.6748  0.39
H -0.8144 -2.2848 -0.1078  0.27
H -2.2597 0.9062 -1.8286  0.30
H 2.9785 -0.1116 -0.1828  0.32
H -0.6734 -1.9196 -1.8980  0.37
H 0.7325 -1.6043 -0.8065  0.33
H -0.5280 -0.7239 2.4068  0.33
H -1.7063 -0.6521 -2.6412  0.37
H -1.1273 0.8198 2.6798  0.45
H -1.9521 -0.2934 1.5763  0.41

The value obtained for the HOMO energy (alpha / beta) is -11.77 / -13.93 eV. Its charge is +1. Its LUMO energy (alpha / beta) is -0.1023 / -0.2366 hartree. The spin multiplicity is 3. The relative energy (zero: lowest compared OMol25 entry of this formula, charge and spin) is 0.037 eV. The frontier orbital gap (alpha / beta) is 8.990 / 7.492 eV.

Record 7
# C4H13N2O

A 2-piece molecular cluster, C4H13N2O overall in a non-equilibrium geometry (the ωB97M-V functional and the def2-TZVPD basis, the OMol25 dataset).

Last column: Mulliken charge in e.
Atoms and positions in Å:
O -3.2518 -1.6921 -0.9028  -0.62
N 0.5236 2.8430 0.6178  -0.62
N -0.6275 -2.0405 -0.4589  -0.25
C 0.7355 0.0036 -0.3804  -0.23
C 1.3264 1.8032 1.2513  -0.58
C 1.8285 0.7934 0.2110  -0.65
C 0.6308 -1.3119 -0.2454  -0.42
H 2.4955 1.3141 -0.4832  0.33
H 2.1563 2.1498 1.8425  0.39
H 0.9878 3.7339 0.7842  0.25
H -0.1265 0.5404 -0.7771  0.34
H -1.3411 -1.6575 0.1625  0.43
H -0.5088 -3.0221 -0.2326  0.34
H -0.3208 3.0259 1.1514  0.24
H 2.5850 0.1582 0.6824  0.35
H -3.6229 -2.5757 -0.7697  0.33
H 0.7814 1.2189 1.9997  0.34
H -0.9754 -1.9959 -1.4193  0.40
H -3.9729 -1.0678 -1.0114  0.31
H 1.4909 -1.8383 0.1428  0.32

The value obtained for the HOMO energy is -12.85 eV. Its charge is +1. Its LUMO energy is -0.1233 hartree. The spin multiplicity is 1. The relative energy (zero: lowest compared OMol25 entry of this formula, charge and spin) is 2.305 eV. The frontier orbital gap is 9.491 eV.

Record 8
# C2H4FNO

A 2-piece molecular cluster, C2H4FNO overall in a non-equilibrium geometry (the ωB97M-V functional and the def2-TZVPD basis, the OMol25 dataset).

Last column: Mulliken charge in e.
Atoms and positions in Å:
F -1.1107 1.4762 0.2613  -0.16
O 2.4463 -0.1992 -0.0659  -0.33
N -0.6227 0.5579 -0.6783  -0.12
C 1.7433 0.6690 0.2629  0.07
C -0.9877 -0.7482 -0.2458  -0.57
H 1.8031 1.5428 0.8984  0.25
H -0.5739 -1.0197 0.7355  0.25
H -2.0776 -0.8387 -0.1679  0.31
H -0.6201 -1.4401 -1.0002  0.29

The value obtained for the HOMO energy (alpha / beta) is -7.30 / -11.12 eV. Its LUMO energy (alpha / beta) is 0.0358 / -0.0287 hartree. The spin multiplicity is 3. The relative energy (zero: lowest compared OMol25 entry of this formula, charge and spin) is 1.531 eV. The frontier orbital gap (alpha / beta) is 8.271 / 10.339 eV.

Record 9
# C7H10

One molecule with the formula C7H10 (the ωB97M-V functional and the def2-TZVPD basis, the OMol25 dataset).

Last column: Mulliken charge in e.
Atoms and positions in Å:
C 1.7465 -0.0605 1.7317  -0.05
C 1.5762 -0.3818 0.5828  -0.42
C -1.2022 -1.4017 0.1040  -1.51
C -0.3841 -0.7390 -0.9769  0.20
C -0.3624 1.6281 0.2183  -1.23
C -0.0224 0.7122 -0.9341  -0.02
C 1.0667 -0.3783 -0.7549  -0.40
H -1.0330 -2.4843 0.0861  0.37
H 0.0364 1.1977 -1.8988  0.39
H -1.2693 1.3274 0.7510  0.27
H 0.4533 1.5908 0.9507  0.20
H -0.4805 2.6650 -0.1060  0.36
H 1.7709 -0.5352 -1.5695  0.41
H -2.2739 -1.2235 -0.0501  0.35
H -0.9338 -1.0410 1.1031  0.32
H 1.8858 0.2456 2.7400  0.37
H -0.5742 -1.1216 -1.9773  0.39

The value obtained for the HOMO energy is -9.26 eV. Its LUMO energy is 0.0410 hartree. The spin multiplicity is 1. The relative energy (zero: lowest compared OMol25 entry of this formula, charge and spin) is 2.664 eV. The SMILES is C#C[C@@H]1[C@H](C)[C@@H]1C. The frontier orbital gap is 10.377 eV.

Record 10
# C2H3O2S

A 2-piece molecular cluster, C2H3O2S overall in a non-equilibrium geometry (the ωB97M-V functional and the def2-TZVPD basis, the OMol25 dataset).

Last column: Mulliken charge in e.
Atoms and positions in Å:
S 0.6189 0.9993 0.3505  -0.13
O -1.5960 -1.0686 0.2257  -0.73
O -1.8539 1.3087 1.4151  -0.38
C -1.0146 0.6194 1.0565  0.48
C 1.3953 -0.4089 -0.5370  -0.97
H -1.0686 -0.8282 -0.4769  0.27
H 1.0869 -0.4816 -1.5628  0.17
H 2.4319 -0.1401 -0.4712  0.29

The value obtained for the HOMO energy (alpha / beta) is -2.61 / -2.61 eV. Its charge is -1. Its LUMO energy (alpha / beta) is 0.1369 / 0.1369 hartree. The spin multiplicity is 1. The relative energy (zero: lowest compared OMol25 entry of this formula, charge and spin) is 4.220 eV. The frontier orbital gap (alpha / beta) is 6.333 / 6.334 eV.

Record 11
# C4H5NS

One molecule with the formula C4H5NS in a non-equilibrium geometry (the ωB97M-V functional and the def2-TZVPD basis, the OMol25 dataset).

Last column: Mulliken charge in e.
Atoms and positions in Å:
S -2.8762 0.2593 -0.6179  -0.20
N -1.3908 -0.0794 0.1534  -0.22
C 0.7895 -0.1762 -0.6094  0.43
C 1.3917 1.0224 0.2462  -0.46
C 1.9598 0.2131 -0.8593  -0.48
C -0.3584 -0.9722 -0.2588  -0.35
H -0.0611 -1.6864 0.5869  0.25
H -0.6600 -1.4596 -1.1369  0.31
H -1.5838 -0.0461 1.1371  0.29
H 0.9722 2.0517 0.0769  0.22
H 1.8172 0.8734 1.2817  0.21

The value obtained for the HOMO energy (alpha / beta) is -7.14 / -7.14 eV. Its LUMO energy (alpha / beta) is -0.1130 / -0.1130 hartree. The spin multiplicity is 1. The relative energy (zero: lowest compared OMol25 entry of this formula, charge and spin) is 7.823 eV. The frontier orbital gap (alpha / beta) is 4.067 / 4.068 eV.

Record 12
# C4H5ClN2S

One molecule with the formula C4H5ClN2S in a non-equilibrium geometry (the ωB97M-V functional and the def2-TZVPD basis, the OMol25 dataset).

Last column: Mulliken charge in e.
Atoms and positions in Å:
Cl -2.2030 -0.2555 0.8467  -0.16
S -1.7942 -2.2215 -1.3505  -0.28
N -0.0042 1.7440 0.4186  -0.10
N 0.1484 -1.0800 0.1195  -0.10
C 0.8881 -0.3065 0.9737  -0.10
C -1.1167 -0.7872 -0.4233  -0.22
C 0.5524 0.9859 1.3223  -0.49
C -0.6279 2.0252 -0.5081  -0.04
H 0.7393 1.6666 2.1596  0.34
H -0.7686 2.6691 -1.3489  0.34
H 1.6528 -0.6532 1.5580  0.43
H -3.0195 -1.6887 -1.3246  0.14
H 0.4447 -2.0035 -0.1581  0.25

The value obtained for the HOMO energy (alpha / beta) is -6.38 / -6.51 eV. Its LUMO energy (alpha / beta) is 0.0107 / 0.0120 hartree. The spin multiplicity is 1. The relative energy (zero: lowest compared OMol25 entry of this formula, charge and spin) is 5.421 eV. The frontier orbital gap (alpha / beta) is 6.668 / 6.834 eV.